The following is a quantum chemistry calculation of a structure of composition H41O21 at a distorted geometry, from OMol25.

Positions of all 62 atoms, in Å:
O: 1.951 -1.956 -3.386
H: 1.907 -3.465 0.695
H: 1.927 -2.612 -4.087
O: 1.700 -3.404 -0.236
H: 2.836 -2.623 2.868
H: 4.814 0.365 -3.237
O: -4.064 -0.653 2.839
H: 3.904 1.966 0.296
H: 2.050 1.006 2.154
O: 3.731 1.057 0.033
H: 1.392 1.202 3.441
H: 1.487 0.010 -0.412
O: 0.900 -0.678 -0.097
H: 0.198 -0.504 0.534
H: -1.871 2.351 0.162
O: -4.640 1.773 -0.888
H: -0.617 -0.023 2.314
H: -4.863 1.726 0.046
O: -0.331 0.796 1.884
H: -1.261 3.171 -1.637
H: 2.135 4.412 -0.641
O: -1.652 -2.769 -0.211
H: 3.969 1.021 -0.913
H: -3.804 1.315 -0.997
O: -3.168 2.051 -3.434
H: -2.170 -3.520 0.093
H: 1.372 -2.501 -0.345
O: -1.964 1.462 0.501
H: -4.355 -1.341 2.235
H: 5.118 1.603 -2.325
O: 1.477 2.462 0.309
H: -3.140 -1.422 -0.097
H: 0.756 2.181 0.887
O: -0.842 -5.192 -0.441
H: -3.139 -0.620 2.580
H: 0.006 -4.760 -0.264
O: 2.241 0.898 3.089
H: -3.842 2.496 -2.896
H: -3.653 1.219 -3.375
O: -0.034 -2.533 2.352
H: -0.299 -3.396 2.678
H: 0.609 -2.189 3.003
O: -1.235 4.033 -1.208
H: -0.929 -3.119 -1.752
H: -1.122 -4.690 -1.218
O: -3.601 -0.590 0.133
H: -0.882 1.335 1.109
O: 4.893 0.669 -2.329
H: 1.433 -1.208 -3.681
H: -2.778 -0.152 0.403
O: 2.714 4.422 -1.406
H: -0.614 2.971 1.975
H: 2.267 3.844 -2.030
O: -0.559 3.818 2.434
H: 0.276 -3.099 -2.623
H: -0.625 4.422 1.695
O: -0.435 -3.699 -2.360
H: -1.034 -2.520 0.490
H: -1.901 4.474 -1.748
O: 2.322 -2.005 3.390
H: 2.773 -1.213 3.151
H: 2.265 1.922 0.507

Summary:
total charge: 0
HOMO energy (alpha / beta): -10.1358 / -10.1355 eV
maximum force: 2.1 eV/A
multiplicity: 2
energy relative to the best compared isomer or geometry (same formula, charge and spin): 0.080 eV
LUMO energy (alpha / beta): -0.383 / -5.099 eV

Need the Löwdin charges? In units of e they are: -0.039, 0.017, 0.051, -0.049, 0.060, 0.067, -0.055, 0.057, -0.008, -0.045, 0.050, 0.037, -0.029, 0.005, 0.033, -0.056, 0.078, 0.050, -0.055, 0.026, 0.007, -0.058, 0.008, -0.014, -0.064, 0.078, -0.009, 0.022, 0.025, 0.060, -0.055, 0.030, -0.010, -0.093, -0.001, 0.006, -0.026, 0.021, 0.041, -0.061, 0.064, 0.013, -0.040, 0.009, -0.018, -0.068, -0.021, -0.029, 0.042, -0.008, -0.064, -0.029, 0.027, -0.021, 0.019, 0.036, -0.074, 0.026, 0.056, -0.026, 0.016, -0.013

---

The following is a quantum chemistry calculation of a cluster of 21 separate species, H42O21 in total at a distorted geometry, from OMol25.

Positions of all 63 atoms, in Å:
O: -1.803 0.271 2.150
H: -1.618 -0.452 1.491
H: -1.000 0.338 2.675
O: -2.106 3.945 -4.007
H: -2.847 4.209 -3.465
H: -1.427 4.443 -3.528
O: -3.761 2.432 -2.829
H: -4.576 2.772 -2.388
H: -4.064 2.392 -3.741
O: 2.295 4.052 1.469
H: 1.607 4.570 1.893
H: 2.289 3.178 1.845
O: -1.127 -2.159 1.393
H: -1.005 -1.787 0.507
H: -0.327 -2.593 1.656
O: 4.004 -0.900 -2.298
H: 3.957 -0.534 -3.192
H: 4.356 -0.220 -1.733
O: 1.915 -1.194 3.660
H: 2.245 -1.056 2.745
H: 1.868 -2.126 4.094
O: 1.115 -3.571 0.394
H: 0.363 -3.505 -0.273
H: 1.950 -3.333 -0.053
O: 1.180 4.468 -1.017
H: 1.024 3.535 -0.774
H: 1.237 4.968 -0.202
O: 0.780 1.204 3.739
H: 0.899 1.823 2.982
H: 1.161 0.330 3.520
O: 0.373 -0.737 -0.292
H: 0.037 0.162 -0.110
H: 0.757 -0.548 -1.183
O: 2.199 2.099 -0.463
H: 2.204 1.141 -0.355
H: 1.814 2.241 -1.337
O: -3.166 0.382 -1.038
H: -3.538 -0.536 -1.036
H: -3.699 1.062 -0.654
O: -0.843 -3.005 -1.071
H: -1.082 -3.708 -1.677
H: -0.715 -2.270 -1.648
O: 3.391 -0.059 0.947
H: 3.382 0.469 1.762
H: 3.797 -0.850 1.341
O: -0.566 1.943 -3.614
H: -1.482 1.685 -3.380
H: -0.327 1.896 -4.546
O: -3.628 -2.949 1.917
H: -3.199 -2.835 2.763
H: -2.750 -2.933 1.385
O: -0.006 2.980 2.139
H: -0.618 2.623 2.818
H: -0.318 2.223 1.600
O: -4.075 -2.215 -0.585
H: -4.269 -2.120 0.366
H: -3.341 -2.833 -0.641
O: 2.569 -3.392 2.640
H: 2.428 -4.184 3.211
H: 1.861 -3.447 1.945
O: 1.214 -2.799 -2.529
H: 0.920 -1.896 -2.689
H: 2.092 -3.091 -2.700

Summary:
total charge: 0
HOMO energy: -10.2612 eV
maximum force: 3.6 eV/A
energy relative to the best compared isomer or geometry (same formula, charge and spin): 8.914 eV
LUMO energy: -0.459 eV

Need the Löwdin charges? In units of e they are: -0.069, 0.008, -0.003, -0.088, 0.013, 0.052, -0.072, 0.075, 0.051, -0.062, 0.036, 0.006, -0.066, 0.014, 0.045, -0.052, 0.045, 0.020, -0.112, 0.020, 0.113, -0.101, 0.001, 0.066, -0.073, -0.005, 0.013, -0.088, -0.012, -0.021, -0.047, 0.069, 0.067, -0.051, -0.003, 0.045, -0.082, 0.006, 0.013, -0.037, 0.102, 0.042, -0.044, 0.059, 0.061, -0.084, 0.028, 0.036, -0.101, 0.038, 0.044, -0.073, 0.072, 0.053, -0.060, 0.037, 0.023, -0.106, 0.072, 0.004, -0.024, 0.045, 0.045

---

The following is a quantum chemistry calculation of a cluster of 21 separate species, H42O21 in total at a distorted geometry, from OMol25.

Positions of all 63 atoms, in Å:
O: -2.437 1.138 -2.115
H: -1.664 0.626 -2.382
H: -2.280 2.082 -2.043
O: -0.865 -1.667 -3.256
H: -1.269 -1.965 -4.079
H: -1.534 -2.050 -2.631
O: -3.100 -2.970 -2.704
H: -3.179 -2.477 -1.840
H: -2.358 -3.557 -2.847
O: -1.153 0.721 4.278
H: -1.038 0.685 3.321
H: -0.999 1.633 4.546
O: 3.762 -2.199 -1.617
H: 2.992 -1.861 -1.114
H: 3.592 -1.982 -2.548
O: -3.790 1.336 1.643
H: -4.172 0.823 0.916
H: -3.045 0.892 2.060
O: 0.485 3.459 -2.264
H: 0.626 3.760 -1.352
H: 0.119 4.215 -2.735
O: 1.197 -1.929 -0.419
H: 0.961 -1.645 -1.318
H: 1.331 -1.165 0.157
O: 3.067 -2.108 1.491
H: 3.223 -2.271 2.436
H: 2.293 -2.719 1.546
O: -4.430 -0.250 -1.148
H: -5.285 0.170 -1.313
H: -3.840 0.079 -1.872
O: -0.698 1.304 1.467
H: -0.693 1.430 0.515
H: 0.014 0.752 1.793
O: 0.820 0.950 -0.475
H: 0.307 0.991 -1.333
H: 1.754 1.026 -0.708
O: 4.121 0.117 0.033
H: 4.564 -0.722 0.208
H: 3.891 0.426 0.922
O: 0.828 4.481 2.731
H: 1.504 3.838 2.968
H: 0.235 3.936 2.193
O: -2.669 3.242 -0.092
H: -3.280 3.981 -0.029
H: -3.166 2.493 0.291
O: 0.750 -3.657 2.537
H: 1.501 -3.604 3.139
H: 0.195 -2.901 2.783
O: 2.436 1.203 2.342
H: 3.265 1.684 2.507
H: 1.762 1.910 2.230
O: -1.813 -2.449 -0.563
H: -0.849 -2.454 -0.449
H: -2.088 -3.152 0.036
O: 2.129 -0.887 -3.348
H: 1.493 -1.500 -3.731
H: 3.035 -1.033 -3.622
O: 0.851 -1.673 4.538
H: 1.028 -0.715 4.375
H: 0.133 -1.554 5.176
O: 0.188 1.092 -3.310
H: 0.248 2.000 -2.907
H: 0.990 0.640 -3.017

Summary:
total charge: 0
HOMO energy: -10.4334 eV
maximum force: 2.4 eV/A
energy relative to the best compared isomer or geometry (same formula, charge and spin): 6.427 eV
LUMO energy: -0.308 eV

Need the Löwdin charges? In units of e they are: -0.053, 0.017, 0.032, -0.067, 0.054, -0.004, -0.091, 0.040, 0.037, -0.043, -0.012, 0.051, -0.078, -0.009, 0.000, -0.052, 0.029, 0.027, -0.027, 0.079, 0.080, -0.060, 0.035, 0.036, -0.071, 0.048, 0.021, -0.084, 0.044, 0.018, -0.058, 0.022, 0.017, -0.068, 0.043, 0.062, -0.067, 0.024, -0.005, -0.046, 0.011, 0.025, -0.071, 0.043, 0.001, -0.062, 0.025, 0.031, -0.049, 0.063, 0.025, -0.054, 0.029, 0.073, -0.037, 0.057, 0.056, -0.069, 0.046, 0.048, -0.097, -0.009, -0.004

---

The following is a quantum chemistry calculation of a structure of composition H43O21 at a distorted geometry, from OMol25.

Positions of all 64 atoms, in Å:
O: -0.881 -0.290 0.208
H: -0.075 3.316 2.906
H: -1.159 -1.198 0.296
O: 0.582 -2.151 5.035
H: -0.262 -2.276 4.640
H: -0.868 0.281 1.308
O: -4.562 1.190 0.704
H: -4.469 1.670 1.401
H: 3.558 -2.730 -1.395
O: -2.516 0.783 -1.606
H: 4.151 -3.653 -0.338
H: -0.180 3.643 -3.474
O: 3.854 -0.200 -1.326
H: 3.258 3.925 2.240
H: 4.726 -0.349 -1.921
O: 3.376 -3.596 -0.978
H: -1.772 0.421 -1.788
H: 2.535 -0.530 3.189
O: -1.161 2.482 0.627
H: 3.215 0.197 -1.850
H: -1.646 3.247 0.675
O: -1.446 0.469 2.514
H: -1.903 1.309 2.675
H: -0.532 0.202 2.931
O: 3.271 2.429 -3.436
H: 2.050 1.601 0.343
H: 3.190 1.518 -3.925
O: 3.111 2.898 2.546
H: 0.229 3.190 4.529
H: 3.930 2.659 2.484
O: -1.203 -3.469 -3.356
H: -1.022 -4.305 -3.122
H: -2.236 -3.567 -3.670
O: -1.670 -2.589 1.094
H: -2.348 -3.366 0.801
H: -0.905 -3.221 1.258
O: 1.497 0.809 0.265
H: 2.293 2.791 -3.460
H: 1.772 0.215 0.955
O: 1.845 0.123 2.668
H: 1.782 0.866 3.094
H: -0.377 -1.243 -3.072
O: 0.828 -3.496 0.353
H: 1.654 -4.017 -0.159
H: 1.071 -2.921 4.603
O: 0.919 0.703 -4.443
H: -2.621 1.651 -1.998
O: -4.042 -0.574 -3.215
H: -3.197 -0.751 -2.899
H: -4.527 -0.057 -2.499
O: -0.166 -0.766 -2.266
H: -1.000 -0.966 -1.917
H: 0.145 -0.256 0.205
O: -0.799 3.289 -4.087
H: -1.660 1.815 0.296
H: -0.754 2.443 -3.796
O: -1.460 -0.164 5.233
H: -1.545 0.351 4.354
H: -0.587 -0.169 5.344
O: -0.023 2.749 3.693
H: -4.987 0.430 0.586
H: 0.168 -3.435 -0.422
H: 0.085 0.267 -4.479
H: 1.471 0.372 -5.155

Summary:
total charge: +1
HOMO energy: -13.3512 eV
maximum force: 10.5 eV/A
energy relative to the best compared isomer or geometry (same formula, charge and spin): 10.101 eV
LUMO energy: -2.741 eV

Need the Löwdin charges? In units of e they are: 0.031, 0.046, 0.032, -0.066, 0.001, 0.152, 0.097, -0.056, 0.033, 0.023, 0.093, 0.024, -0.084, 0.161, 0.136, -0.086, -0.110, 0.193, 0.040, -0.046, 0.024, -0.012, 0.104, 0.136, -0.139, 0.075, 0.062, -0.028, 0.076, -0.078, -0.053, -0.048, 0.160, -0.110, 0.163, 0.047, -0.047, 0.075, -0.006, -0.023, -0.083, 0.034, -0.175, 0.120, 0.085, -0.032, 0.091, -0.060, -0.053, 0.077, -0.010, -0.021, 0.112, 0.018, -0.053, -0.059, -0.015, 0.042, -0.066, -0.056, -0.014, 0.052, 0.014, 0.059